1.
9
Properties=species:S:1:pos:R:3:mulliken_charge:R:1 method="wB97M-V/def2-TZVPD" orbital_gap_ev=10.71 relative_energy_ev=1.0129 energy_ha=-2790.5267 largest_force_ha_per_bohr=0.081 multiplicity=1 charge=0
C 0.1120 -1.4711 -0.0017 -0.65
C -0.4416 -0.2993 -0.0309 0.30
Br -2.2260 0.1123 -0.0891 -0.07
C 0.3317 1.0872 -0.0740 -0.38
F 1.7241 1.2513 -0.0946 -0.27
H 1.2328 -1.5230 0.0227 0.27
H -0.6189 -2.2861 0.0891 0.26
H 0.0220 1.4720 1.0527 0.24
H -0.1360 1.6567 -0.8742 0.30

2.
11
Properties=species:S:1:pos:R:3:mulliken_charge:R:1 method="wB97M-V/def2-TZVPD" orbital_gap_ev="8.05 / 8.06" relative_energy_ev=3.3502 energy_ha=-2990.1702 largest_force_ha_per_bohr=0.119 multiplicity=1 charge=0
C -0.1448 0.0748 0.4409 -1.21
C 1.1019 -0.5920 -0.1742 0.44
C 2.2128 0.4576 -0.2857 0.21
F 0.8118 -1.1275 -1.4313 -0.29
F 2.0708 1.3705 -1.1572 -0.14
F 5.6922 -0.7893 0.0556 -0.63
Br 3.8808 0.2431 0.3420 0.31
H -0.9967 -0.4519 0.3592 0.39
H -0.2839 1.1203 0.0589 0.31
H 0.1369 0.3648 1.5218 0.32
H 1.3404 -1.4639 0.4489 0.30